18
Properties=species:S:1:pos:R:3:nbo_charge:R:1 method="wB97M-V/def2-TZVPD" homo_energy_ev=-8.17 largest_force_ev_per_a=4.22 multiplicity=1 orbital_gap_ev=9.06 total_energy_ha=-741.25467 molar_mass_g_mol=134.20
S -0.9607 -1.2320 0.9962 1.194
O -0.5171 -2.3174 1.8794 -0.982
N 0.2239 0.7314 -1.3435 -0.629
N 0.3809 0.5199 2.5278 -0.864
C -0.4218 -1.5204 -0.7634 -0.645
C 0.2894 1.3446 -0.0865 -0.190
C 0.3975 0.0771 1.2188 -0.244
C -0.7741 -0.2661 -1.6199 -0.244
H 1.4363 -0.4301 1.1794 0.202
H -0.8862 -0.4701 -2.7538 0.218
H 1.1868 0.5006 -1.6136 0.365
H -0.5610 1.9922 0.2965 0.184
H 0.7185 -1.7110 -0.7503 0.223
H -1.6545 0.2499 -1.3710 0.208
H 1.1409 1.9785 -0.1392 0.211
H -0.8720 -2.5648 -1.1224 0.238
H -0.3388 1.1609 2.8041 0.366
H 0.5753 -0.2053 3.1808 0.388